{"formula": "C18H28Cl30F3N5P", "method": "ωB97M-V/def2-TZVPD", "orbital_gap_ev": 6.3539, "charge": 1, "homo_energy_ha": -0.4102, "elements": ["C", "C", "C", "C", "C", "F", "F", "F", "N", "C", "N", "C", "C", "N", "N", "P", "N", "H", "H", "H", "H", "H", "H", "H", "H", "H", "H", "H", "H", "H", "H", "H", "H", "H", "H", "C", "Cl", "Cl", "Cl", "H", "C", "Cl", "Cl", "Cl", "H", "C", "Cl", "Cl", "Cl", "H", "C", "Cl", "Cl", "Cl", "H", "C", "Cl", "Cl", "Cl", "H", "C", "Cl", "Cl", "Cl", "H", "C", "Cl", "Cl", "Cl", "H", "C", "Cl", "Cl", "Cl", "H", "C", "Cl", "Cl", "Cl", "H", "C", "Cl", "Cl", "Cl", "H"], "xyz": [[4.90243, -0.83464, -0.62501], [3.85081, -0.49082, -1.87738], [2.35454, -0.05011, -1.36854], [1.22122, -0.72614, -2.38711], [0.59981, -2.19586, -2.01145], [0.14202, -2.34409, -0.60808], [-0.42563, -2.63321, -3.02585], [1.73547, -3.17780, -2.17425], [0.33352, 0.36482, -2.94164], [-1.09062, 0.45448, -2.44341], [-1.24302, 0.58655, -0.94435], [-2.33749, -0.37738, -0.44017], [1.21224, 1.59554, -2.81077], [1.26630, 2.55026, -3.79583], [1.94031, 1.43114, -1.49608], [3.18297, 2.64102, -1.06590], [2.63551, 3.56329, 0.18848], [4.54643, -1.81722, -0.06479], [6.00549, -0.98428, -1.04533], [4.94612, 0.03065, 0.16130], [4.39344, 0.34786, -2.52803], [3.85662, -1.48047, -2.54484], [2.29791, -0.48526, -0.25883], [1.88705, -0.99165, -3.34098], [-1.54852, 1.44818, -2.91379], [-1.73809, -0.42758, -2.91586], [-1.68034, 1.53964, -0.76475], [-2.30378, -1.41119, -1.02422], [-3.41405, 0.07668, -0.50497], [-2.09150, -0.59276, 0.68673], [1.30984, 2.19889, -4.79793], [1.23084, 3.58634, -3.66083], [4.39368, 1.99923, -0.59377], [3.54709, 3.49504, -2.18639], [3.28199, 3.42673, 1.02283], [-3.51262, -3.26412, 2.30716], [-4.66408, -3.16082, 0.96435], [-3.24398, -1.66473, 3.02072], [-4.08946, -4.40419, 3.53484], [-2.56014, -3.63138, 1.91659], [-6.10839, 1.78839, -1.90006], [-4.37496, 2.11405, -2.06991], [-6.93725, 2.00672, -3.45077], [-6.37557, 0.15133, -1.27688], [-6.52424, 2.50165, -1.18385], [-1.96952, -2.32756, -5.89427], [-2.48148, -3.77216, -6.78350], [-1.02733, -1.25344, -6.94210], [-3.37421, -1.47492, -5.23128], [-1.33370, -2.64229, -5.06281], [-7.09534, -6.71550, 3.64702], [-6.31921, -7.61159, 4.96396], [-6.72187, -7.46013, 2.08324], [-8.84792, -6.63738, 3.89618], [-6.70190, -5.69577, 3.64564], [2.35411, 1.08644, 3.20253], [2.18867, 0.90524, 1.44768], [3.87229, 1.90762, 3.60275], [0.97256, 1.97331, 3.86924], [2.37279, 0.09004, 3.65139], [4.38279, 6.28585, 3.86061], [3.53223, 5.01397, 2.96698], [4.74153, 5.75251, 5.51174], [5.87186, 6.74805, 3.01875], [3.73200, 7.16226, 3.91552], [0.55411, -3.07509, 4.47945], [0.38867, -3.25630, 2.72461], [2.07229, -2.25392, 4.87967], [-0.82744, -2.18823, 5.14616], [0.57279, -4.07150, 4.92832], [-6.00601, -11.51758, 4.13146], [-5.22988, -12.41367, 5.44840], [-5.63254, -12.26221, 2.56767], [-7.75859, -11.43945, 4.38061], [-5.61257, -10.49785, 4.13007], [3.48279, 10.30717, 2.41753], [2.63223, 9.03529, 1.52391], [3.84153, 9.77383, 4.06866], [4.97186, 10.76937, 1.57567], [2.83200, 11.18358, 2.47244], [4.19399, 5.67242, -4.60104], [4.97012, 4.77633, -3.28410], [4.56746, 4.92779, -6.16483], [2.44141, 5.75055, -4.35189], [4.58743, 6.69215, -4.60243]]}